H4N2O2S3 | wB97M-V/def2-TZVPD

Structure (XYZ):
```
11
H4N2O2S3 | the Open Molecules 2025 dataset | wB97M-V/def2-TZVPD
N -2.41 -1.65 -1.76
N 0.03 -0.49 -0.73
O 1.66 2.47 2.18
O 2.57 0.15 1.89
S -0.91 -0.81 -2.20
S -0.01 0.90 0.44
S 1.44 0.88 2.38
H -3.06 -1.04 -1.26
H -2.21 -2.59 -1.46
H 1.85 2.76 1.35
H 1.05 -0.57 -0.84
```

Orbital gap (alpha / beta) = 0.2667 / 0.2667 Eh
Total charge = 0
Multiplicity = 1
DFT total energy = -1456.8424 hartree
LUMO energy (alpha / beta) = -1.114 / -1.114 eV
HOMO energy (alpha / beta) = -8.4 / -8.4 eV
ΔE to the lowest compared entry with this formula, charge and spin = 171.73 kJ/mol
Strongest force on any atom = 4.7 eV/A